Record 1
Computed, not measured: 2 unconnected molecules or ions with the total composition C4H5ClN5O5 in a non-equilibrium geometry, with wB97M-V/def2-TZVPD.

The geometry in XYZ format:
```
20
Properties=species:S:1:pos:R:3:lowdin_charge:R:1
N -1.26634 -1.58698 -3.45826 0.06
C -0.72853 -1.58928 -2.19291 -0.30
N -0.79143 -0.24533 -1.45775 0.14
C -0.15401 -0.70209 -0.13566 -0.10
C -0.01979 0.39060 1.08032 -0.10
O 1.17751 0.16250 1.93520 -0.15
N 0.67494 0.12898 3.19788 -0.06
O 0.86493 -0.96820 3.70497 -0.01
N 0.25635 -2.17608 -0.10887 -0.55
Cl 0.96894 -3.11051 1.17103 0.59
N -0.09154 -2.68241 -1.35897 0.00
H -0.87203 -2.08930 -4.28402 0.11
H -2.19882 -1.09434 -3.56909 0.13
H -0.05526 1.50846 0.68451 0.11
H -0.97658 0.22957 1.77539 0.14
H 0.06979 -3.66898 -1.65808 0.14
C 0.83299 4.39123 1.16532 -1.11
O 1.97384 4.82053 1.08706 -0.02
O -0.08792 4.92575 1.79368 -0.01
O 0.42296 3.35586 0.62823 -0.03
```

Properties
- HOMO-LUMO gap (Ha) = 0.0829
- electronic energy (eV) = -34426.678
- net charge = -1

Record 2
Computed, not measured: a molecular structure, C37H48N4OPb in a non-equilibrium geometry, with wB97M-V/def2-TZVPD.

The geometry in XYZ format:
```
91
Properties=species:S:1:pos:R:3:lowdin_charge:R:1
Pb -17.39953 -5.55411 4.10092 1.61
C -14.03909 -6.54086 -2.89528 -0.23
C -14.00170 -7.48244 -3.92292 -0.25
C -15.09507 -8.30068 -3.82568 -0.25
C -15.80079 -7.93512 -2.69208 -0.26
C -15.16079 -6.88647 -2.11000 -0.27
H -13.40588 -5.63900 -2.81079 0.06
H -13.20168 -7.57650 -4.67780 0.07
H -15.25130 -9.18111 -4.42626 0.06
H -16.68688 -8.52293 -2.40545 0.06
H -15.37495 -6.37871 -1.17988 0.03
C -19.30859 -2.79296 6.86342 -0.04
C -19.99973 -3.97868 7.60654 -0.36
C -19.31672 -4.42036 8.84631 -0.08
C -20.58002 -5.02155 6.62727 -0.11
C -21.93175 -4.95805 6.23552 -0.02
C -22.46131 -5.79687 5.25183 -0.07
C -21.70869 -6.76603 4.62776 -0.03
C -20.38514 -6.95617 5.06447 -0.17
C -19.57206 -8.08524 4.49392 -0.41
C -19.40058 -9.21235 5.54129 -0.05
C -20.20899 -8.67619 3.23585 -0.09
C -19.85117 -6.06510 6.03701 -0.21
N -18.41918 -6.08043 6.20412 -0.07
C -17.93479 -6.48031 7.37913 -0.07
C -16.57984 -6.30283 7.85018 -0.18
C -16.38439 -6.60222 9.18962 -0.06
C -15.16036 -6.37472 9.82738 -0.07
C -14.08595 -5.83210 9.04321 -0.05
C -14.19737 -5.77475 7.65973 -0.05
C -15.45543 -5.96748 7.01977 -0.27
N -15.54094 -5.95320 5.65631 -0.07
C -14.42116 -5.81330 4.74880 -0.24
C -13.85322 -7.00013 4.09377 -0.11
C -13.03924 -6.83254 2.97958 -0.03
C -12.56609 -5.56418 2.61388 -0.05
C -13.13756 -4.43960 3.20896 -0.04
C -13.95937 -4.52954 4.36194 -0.16
C -14.35797 -3.18718 4.96328 -0.36
C -15.24214 -2.36919 3.98034 -0.08
C -14.97640 -2.99025 6.30222 -0.11
C -14.20390 -8.46576 4.43300 -0.37
C -14.32944 -8.86620 5.89285 -0.09
C -15.46451 -9.02420 3.72862 -0.05
H -18.65440 -2.24583 7.58296 0.09
H -20.07159 -2.13272 6.40625 0.09
H -18.63647 -3.10804 6.04939 0.05
H -20.90133 -3.50526 7.98608 0.12
H -18.24155 -4.49267 8.70056 0.06
H -19.68345 -5.35404 9.27626 0.09
H -19.39234 -3.67761 9.65987 0.10
H -22.56942 -4.20562 6.66010 0.11
H -23.47116 -5.59992 4.84989 0.12
H -22.15920 -7.44851 3.92315 0.10
H -18.50513 -7.79879 4.30478 0.03
H -20.35092 -9.53509 6.06636 0.11
H -18.64242 -9.00263 6.29412 0.06
H -19.15153 -10.14266 5.02190 0.08
H -21.17364 -9.24716 3.37331 0.11
H -19.52720 -9.37620 2.69871 0.10
H -20.39753 -7.88512 2.48541 0.09
H -18.58567 -6.87608 8.16528 0.13
H -17.23743 -7.01077 9.74785 0.12
H -15.01441 -6.54282 10.86774 0.09
H -13.14150 -5.47270 9.61191 0.14
H -13.32641 -5.49039 7.08293 0.12
H -12.60452 -7.71037 2.54469 0.11
H -11.83031 -5.42592 1.82958 0.11
H -12.87701 -3.47203 2.74433 0.12
H -13.38156 -2.61970 5.03105 0.16
H -16.33153 -2.48016 4.09518 0.05
H -14.93049 -2.55864 2.94364 0.08
H -14.98255 -1.34127 4.12483 0.07
H -15.92388 -3.51137 6.56263 0.07
H -15.22569 -1.91558 6.50141 0.10
H -14.30936 -3.25116 7.15829 0.08
H -13.29533 -9.04006 4.19554 0.13
H -15.32686 -8.61215 6.31674 0.08
H -13.53810 -8.41977 6.52662 0.09
H -14.27779 -9.94433 5.87485 0.07
H -16.39871 -8.53085 3.97052 0.03
H -15.57192 -10.11337 4.03495 0.10
H -15.21179 -9.08627 2.66867 0.09
N -18.22467 -1.14267 1.88999 0.17
C -18.24566 -2.49949 1.66229 -0.61
N -18.48970 -2.84356 0.37303 0.17
O -17.93679 -3.38750 2.51952 -0.23
H -18.19852 -0.56760 1.05999 0.11
H -17.59648 -0.93951 2.64248 0.09
H -19.01221 -2.17549 -0.20778 0.13
H -18.54053 -3.85465 0.22914 0.13
```

Properties
- HOMO-LUMO gap (Ha) = 0.0733
- electronic energy (eV) = -52398.909

Record 3
Computed, not measured: 2 unconnected molecules or ions with the total composition C4H12O in a non-equilibrium geometry, with wB97M-V/def2-TZVPD.

The geometry in XYZ format:
```
17
Properties=species:S:1:pos:R:3:lowdin_charge:R:1
C 0.12567 0.96242 0.67497 -0.10
C 0.45448 -0.11030 -0.45077 -0.24
C 0.32249 0.56959 -1.85857 -0.26
C -0.18404 -0.45433 -2.93731 -0.10
H -0.47073 0.38538 1.39131 0.06
H -0.48068 1.76588 0.27102 0.05
H 1.02965 1.35464 1.13111 0.06
H -0.18621 -0.96314 -0.25418 0.09
H 1.51205 -0.37083 -0.40294 0.09
H -0.23695 1.50838 -1.79974 0.09
H 1.33423 0.89325 -2.10623 0.09
H 0.44418 -0.19943 -3.79286 0.06
H -1.20981 -0.32889 -3.27356 0.06
H -0.00567 -1.43179 -2.51092 0.06
O -0.82142 -1.61921 5.30611 -0.05
H -0.11420 -0.99478 5.40012 0.02
H -1.51302 -0.96680 5.21244 0.03
```

Properties
- structure (SMILES) = CCCC.O
- HOMO-LUMO gap (Ha) = 0.4217
- electronic energy (eV) = -6389.364

Record 4
Computed, not measured: a molecular structure, CsH4O2, with wB97M-V/def2-TZVPD.

The geometry in XYZ format:
```
7
Properties=species:S:1:pos:R:3:lowdin_charge:R:1
Cs -6.77529 9.90561 -21.48342 1.15
O -7.98699 7.23934 -20.76789 -0.17
H -8.66059 6.70731 -20.31690 0.07
H -7.22367 7.23488 -20.17370 0.02
O -6.92986 8.76359 -24.43782 -0.13
H -6.48153 9.28716 -25.12210 0.06
H -6.22862 8.34382 -23.92100 0.00
```

Properties
- HOMO-LUMO gap (Ha) = 0.4397
- electronic energy (eV) = -4702.546
- net charge = +1